(1)
{
  "formula": "C52H36CoF9N9P",
  "method": "ωB97M-V/def2-TZVPD",
  "elements": ["Co", "C", "C", "C", "C", "C", "C", "N", "C", "C", "C", "C", "C", "C", "N", "N", "C", "C", "C", "C", "C", "N", "H", "H", "H", "H", "H", "H", "H", "H", "H", "H", "H", "H", "H", "N", "C", "N", "C", "N", "N", "C", "C", "C", "C", "C", "C", "N", "C", "C", "C", "C", "C", "C", "H", "H", "H", "H", "H", "H", "H", "H", "H", "H", "H", "F", "C", "F", "F", "C", "C", "C", "C", "C", "C", "P", "C", "C", "C", "C", "C", "C", "C", "F", "F", "F", "C", "C", "C", "C", "C", "C", "C", "F", "F", "F", "H", "H", "H", "H", "H", "H", "H", "H", "H", "H", "H", "H"],
  "xyz": [[0.699, -1.422, 1.481], [6.072, -0.051, 1.020], [5.682, -1.382, 0.969], [4.449, -1.767, 1.478], [3.583, -0.830, 2.037], [3.994, 0.500, 2.103], [5.228, 0.889, 1.597], [2.305, -1.223, 2.505], [2.123, -1.561, 3.824], [3.037, -1.398, 4.871], [2.685, -1.783, 6.155], [1.435, -2.342, 6.442], [0.519, -2.526, 5.429], [0.864, -2.143, 4.131], [0.070, -2.256, 3.019], [-1.125, -2.839, 3.036], [-1.700, -2.716, 1.825], [-2.926, -3.363, 1.535], [-3.415, -3.339, 0.262], [-2.711, -2.655, -0.750], [-1.568, -1.996, -0.402], [-1.068, -1.989, 0.851], [7.033, 0.252, 0.625], [6.345, -2.125, 0.542], [4.149, -2.809, 1.463], [3.340, 1.224, 2.577], [5.536, 1.925, 1.661], [4.012, -0.973, 4.671], [3.398, -1.641, 6.958], [1.188, -2.631, 7.454], [-0.450, -2.967, 5.616], [-3.422, -3.888, 2.338], [-4.338, -3.853, 0.026], [-3.070, -2.614, -1.768], [-1.014, -1.420, -1.130], [1.853, -5.170, 0.016], [1.383, -4.212, 0.806], [1.432, -2.951, 0.509], [1.984, -2.527, -0.708], [1.976, -1.278, -1.044], [1.383, -0.542, -0.035], [1.427, 0.723, -0.003], [0.821, 1.304, 1.216], [0.889, 2.630, 1.561], [0.268, 3.047, 2.737], [-0.398, 2.116, 3.507], [-0.388, 0.779, 3.118], [0.225, 0.386, 2.011], [2.573, -3.536, -1.577], [3.219, -3.211, -2.776], [3.748, -4.207, -3.562], [3.638, -5.545, -3.168], [3.012, -5.886, -1.991], [2.484, -4.873, -1.195], [1.798, -6.129, 0.324], [0.940, -4.505, 1.752], [1.928, 1.300, -0.774], [1.412, 3.324, 0.917], [0.305, 4.086, 3.040], [-0.908, 2.402, 4.416], [-0.862, 0.007, 3.708], [3.293, -2.169, -3.055], [4.253, -3.957, -4.485], [4.051, -6.326, -3.793], [2.932, -6.922, -1.686], [-8.245, 1.288, -2.565], [-7.607, 0.398, -1.796], [-7.777, -0.809, -2.364], [-8.232, 0.364, -0.611], [-6.145, 0.729, -1.647], [-5.488, 1.422, -2.653], [-4.132, 1.684, -2.536], [-3.424, 1.258, -1.415], [-4.099, 0.554, -0.418], [-5.457, 0.293, -0.525], [-1.629, 1.544, -1.155], [-0.988, 1.718, -2.864], [-0.247, 0.647, -3.360], [0.298, 0.680, -4.638], [0.115, 1.801, -5.426], [-0.617, 2.882, -4.951], [-1.164, 2.838, -3.681], [0.728, 1.896, -6.798], [1.280, 0.741, -7.189], [1.693, 2.830, -6.830], [-0.182, 2.242, -7.718], [-1.625, 3.271, -0.521], [-0.595, 4.163, -0.816], [-0.463, 5.361, -0.125], [-1.352, 5.667, 0.890], [-2.395, 4.799, 1.189], [-2.530, 3.615, 0.487], [-1.161, 6.891, 1.740], [-2.302, 7.567, 1.911], [-0.728, 6.545, 2.973], [-0.255, 7.731, 1.232], [-6.036, 1.760, -3.522], [-3.630, 2.219, -3.330], [-3.556, 0.200, 0.451], [-5.974, -0.254, 0.251], [-0.072, -0.228, -2.743], [0.865, -0.161, -5.012], [-0.761, 3.754, -5.575], [-1.743, 3.683, -3.328], [0.131, 3.924, -1.584], [0.336, 6.047, -0.370], [-3.098, 5.050, 1.974], [-3.348, 2.948, 0.732]],
  "forces_ev_per_angstrom": [[-0.121, -0.380, 0.040], [-0.038, 0.004, 0.003], [-0.051, 0.010, 0.018], [0.067, -0.039, -0.050], [-0.149, 0.040, 0.024], [0.025, 0.091, 0.009], [-0.035, -0.038, 0.006], [0.192, -0.027, 0.318], [-0.073, 0.028, -0.274], [0.050, -0.045, 0.060], [0.008, 0.017, -0.028], [0.114, 0.030, 0.054], [-0.059, -0.073, -0.040], [-0.042, 0.034, -0.020], [-0.067, -0.112, -0.021], [0.050, 0.177, -0.140], [-0.003, -0.010, 0.057], [-0.016, 0.003, 0.053], [-0.032, -0.005, -0.039], [-0.097, 0.007, 0.014], [0.111, 0.145, 0.042], [0.000, -0.055, -0.008], [-0.003, -0.009, 0.007], [-0.006, 0.001, -0.001], [0.011, 0.001, -0.005], [0.014, -0.002, -0.004], [-0.009, -0.001, 0.006], [-0.005, 0.002, 0.016], [0.011, -0.010, -0.010], [0.015, 0.011, 0.001], [-0.007, 0.026, -0.047], [0.003, -0.011, -0.012], [0.000, 0.012, 0.008], [-0.008, -0.008, 0.003], [0.052, -0.015, -0.002], [0.094, -0.128, -0.004], [-0.045, 0.025, 0.179], [0.019, 0.261, -0.124], [0.068, -0.250, -0.036], [-0.215, 0.232, 0.251], [0.200, -0.568, -0.212], [0.087, 0.541, 0.324], [0.146, -0.374, -0.384], [-0.045, 0.276, 0.039], [0.087, 0.038, -0.077], [-0.040, -0.124, 0.012], [-0.019, 0.104, 0.045], [-0.008, -0.035, -0.018], [-0.056, 0.029, 0.034], [-0.036, 0.025, 0.050], [0.005, -0.046, 0.002], [0.047, 0.033, -0.096], [-0.034, 0.008, 0.065], [0.019, -0.021, -0.024], [-0.013, 0.025, -0.020], [-0.022, 0.025, -0.024], [-0.080, 0.058, 0.042], [-0.014, 0.006, 0.059], [-0.011, -0.014, -0.039], [0.009, -0.013, 0.004], [0.029, -0.004, 0.022], [0.009, -0.007, -0.009], [-0.007, -0.012, -0.003], [0.008, 0.016, -0.003], [-0.008, 0.013, 0.014], [-0.047, 0.080, -0.057], [0.079, 0.014, -0.003], [0.017, -0.097, -0.044], [-0.044, 0.005, 0.114], [-0.013, -0.011, 0.003], [0.045, -0.001, -0.008], [-0.027, -0.010, 0.008], [0.005, -0.060, 0.045], [-0.032, 0.005, 0.010], [0.058, 0.002, -0.014], [-0.215, 0.239, -0.227], [0.107, 0.015, 0.013], [0.070, -0.010, -0.014], [-0.044, 0.004, 0.020], [0.028, -0.010, 0.008], [-0.042, 0.035, 0.028], [-0.102, -0.012, -0.006], [-0.048, -0.007, 0.077], [0.047, -0.123, -0.017], [0.088, 0.087, 0.011], [-0.094, 0.030, -0.071], [0.083, -0.062, 0.125], [0.005, -0.007, -0.042], [0.001, -0.034, -0.057], [0.008, -0.050, 0.049], [-0.010, 0.005, -0.017], [-0.051, 0.010, -0.054], [-0.039, -0.046, -0.081], [-0.096, 0.061, 0.007], [0.046, -0.050, 0.116], [0.056, 0.073, -0.060], [0.009, -0.003, -0.004], [-0.015, -0.005, -0.004], [0.026, -0.035, 0.009], [0.007, 0.018, 0.013], [-0.007, 0.034, 0.004], [0.016, -0.003, 0.002], [0.002, -0.006, 0.001], [0.043, 0.024, 0.036], [-0.020, 0.000, -0.027], [0.014, -0.009, 0.000], [-0.001, -0.003, -0.005], [0.011, -0.004, 0.006]],
  "mulliken_spin": [-0.0464, -0.0010, 0.0019, -0.0015, -0.0100, 0.0022, 0.0009, 0.0674, 0.0838, -0.0805, 0.1320, -0.0424, 0.1161, -0.0395, 0.3477, 0.2614, -0.0026, 0.0246, 0.0204, 0.0663, 0.0133, 0.1012, -0.0002, 0.0002, 0.0001, -0.0018, 0.0000, -0.0082, 0.0086, 0.0005, 0.0055, -0.0006, 0.0007, 0.0037, -0.0203, 0.0009, -0.0108, 0.0141, 0.0018, -0.0019, 0.0016, 0.0088, -0.0174, 0.0126, -0.0040, -0.0042, -0.0147, 0.0019, 0.0021, 0.0018, -0.0004, 0.0004, -0.0014, -0.0059, 0.0002, 0.0058, -0.0016, -0.0005, -0.0006, 0.0003, 0.0089, 0.0002, -0.0001, 0.0001, 0.0000, 0.0000, 0.0002, 0.0000, 0.0000, -0.0002, -0.0005, 0.0007, -0.0044, 0.0082, -0.0010, -0.0025, -0.0014, 0.0000, -0.0012, 0.0001, 0.0003, 0.0006, -0.0001, 0.0000, 0.0000, 0.0000, 0.0002, 0.0001, -0.0006, -0.0002, 0.0002, -0.0003, -0.0002, 0.0000, 0.0000, 0.0000, 0.0001, 0.0001, -0.0027, 0.0015, 0.0018, -0.0001, 0.0000, 0.0003, -0.0001, -0.0001, 0.0000, -0.0004],
  "homo_lumo_gap_ev": [4.86, 5.57],
  "lumo_ev": [-3.7, -3.7],
  "homo_energy_ev": [-8.6, -9.3],
  "s2": 0.7775,
  "multiplicity": 2,
  "total_charge": 1
}

---

(2)
{
  "formula": "C18H54N2O10",
  "method": "ωB97M-V/def2-TZVPD",
  "elements": ["C", "O", "C", "C", "N", "C", "C", "O", "C", "H", "H", "H", "H", "H", "H", "H", "H", "H", "H", "H", "H", "H", "H", "H", "C", "O", "C", "C", "N", "C", "C", "O", "C", "H", "H", "H", "H", "H", "H", "H", "H", "H", "H", "H", "H", "H", "H", "H", "C", "O", "H", "H", "H", "H", "C", "O", "H", "H", "H", "H", "C", "O", "H", "H", "H", "H", "C", "O", "H", "H", "H", "H", "C", "O", "H", "H", "H", "H", "C", "O", "H", "H", "H", "H"],
  "xyz": [[-0.440, -1.834, 2.696], [-1.839, -1.543, 2.378], [-2.090, -0.222, 1.950], [-3.575, -0.227, 1.526], [-3.790, -1.020, 0.316], [-5.208, -0.868, -0.106], [-5.485, -1.778, -1.298], [-5.361, -3.155, -1.036], [-5.320, -3.917, -2.229], [0.188, -1.406, 1.915], [-0.126, -2.862, 2.880], [-0.079, -1.351, 3.604], [-1.448, 0.018, 1.103], [-1.848, 0.415, 2.801], [-3.812, 0.821, 1.343], [-4.129, -0.608, 2.384], [-3.717, -1.986, 0.601], [-5.447, 0.179, -0.295], [-5.899, -1.147, 0.689], [-4.838, -1.479, -2.123], [-6.495, -1.522, -1.616], [-5.551, -4.925, -1.886], [-4.367, -3.920, -2.757], [-6.063, -3.681, -2.991], [2.783, 1.409, 5.169], [1.896, 0.628, 4.360], [1.847, 1.035, 3.020], [2.790, 0.296, 2.102], [4.138, 0.421, 2.554], [4.946, -0.560, 1.816], [6.445, -0.567, 2.272], [6.575, -0.683, 3.659], [7.778, -0.142, 4.192], [3.855, 1.245, 5.058], [2.585, 1.091, 6.193], [2.593, 2.482, 5.172], [1.950, 2.119, 3.072], [0.815, 0.913, 2.691], [2.693, 0.689, 1.090], [2.554, -0.761, 2.226], [4.213, 0.297, 3.553], [4.886, -0.506, 0.729], [4.551, -1.539, 2.087], [6.823, 0.397, 1.931], [6.933, -1.422, 1.805], [7.793, -0.096, 5.281], [7.980, 0.899, 3.942], [8.622, -0.781, 3.933], [-1.802, -1.970, -3.456], [-1.411, -0.673, -3.924], [-1.469, -2.820, -4.053], [-1.363, -2.150, -2.475], [-2.885, -2.065, -3.381], [-1.667, -0.037, -3.252], [-1.789, 3.515, 0.552], [-1.962, 3.701, 1.963], [-0.830, 3.961, 0.291], [-1.842, 2.454, 0.306], [-2.553, 3.969, -0.079], [-2.827, 3.471, 2.309], [0.885, -0.138, -1.433], [0.367, 1.068, -0.909], [1.947, -0.366, -1.344], [0.342, -0.978, -0.998], [0.711, 0.020, -2.497], [-0.559, 1.120, -1.159], [-3.551, 1.619, -2.134], [-2.576, 0.808, -1.606], [-3.055, 2.275, -2.850], [-4.322, 0.992, -2.583], [-4.051, 2.199, -1.359], [-3.037, 0.265, -0.963], [0.175, 3.396, -3.654], [0.705, 4.506, -4.342], [0.233, 3.522, -2.572], [-0.808, 3.125, -4.039], [0.801, 2.541, -3.905], [0.213, 5.286, -4.073], [2.524, -1.706, -4.918], [3.594, -2.621, -4.739], [2.097, -1.370, -3.973], [2.912, -0.771, -5.322], [1.725, -2.055, -5.573], [3.827, -2.937, -5.615]],
  "forces_ev_per_angstrom": [[-0.421, 1.331, -0.139], [1.789, -1.937, 0.603], [-0.269, -0.950, 0.063], [1.562, 0.439, 0.497], [-0.966, 0.888, 0.384], [0.486, -1.279, 0.227], [-0.364, 1.199, -0.351], [0.209, 0.729, -0.078], [-0.313, -1.069, 0.253], [0.091, -0.171, -0.479], [-1.095, -0.344, -0.591], [-0.530, 0.530, 0.385], [0.133, 0.231, -0.226], [-0.360, 0.653, -0.098], [-0.440, 0.050, -0.094], [-0.338, 0.147, 0.055], [0.439, -0.336, -0.243], [0.193, 0.008, -0.499], [-0.052, -0.175, 0.351], [0.340, -0.056, -0.158], [-0.366, -0.256, -0.203], [0.215, -0.117, -0.258], [0.363, 0.229, 0.335], [-0.383, 0.515, 0.260], [-0.671, -0.353, 1.374], [1.212, -0.289, 0.361], [-1.423, 1.255, 0.552], [-1.141, 2.244, 0.693], [-0.087, -3.539, -1.625], [2.557, 0.191, 1.119], [-0.653, 0.425, -0.353], [-0.890, 0.553, 0.650], [0.794, -0.065, 0.459], [0.175, -0.116, -0.498], [-0.065, -0.068, -0.022], [-0.198, 0.053, -0.552], [0.513, 0.207, -0.841], [0.064, -0.370, -0.283], [-0.051, -0.504, -0.258], [-0.125, -0.291, -0.425], [0.626, 0.640, 0.747], [-0.258, 0.505, 0.099], [-0.376, -0.125, 0.294], [0.592, -0.089, -0.162], [0.137, 0.209, -0.452], [-0.771, -0.535, 0.036], [-0.205, 0.021, -0.759], [0.102, 0.130, -0.310], [0.009, 0.331, 0.645], [0.165, -1.015, -0.627], [0.297, 0.602, -0.632], [-0.126, -0.018, 0.288], [-0.126, 0.120, 0.057], [-0.254, -0.029, 0.316], [-0.574, -0.315, 0.441], [0.525, 0.322, -0.151], [-0.036, -0.268, 0.063], [0.459, -0.138, -0.059], [-0.197, 0.449, 0.259], [-0.154, -0.075, -0.514], [-1.056, 0.107, -1.232], [1.213, 0.642, 1.525], [0.193, 0.847, 0.643], [-0.075, -0.323, -0.359], [0.072, -1.257, -0.317], [-0.397, -0.098, -0.125], [-0.920, 0.830, -0.665], [1.524, -0.546, 0.571], [-0.475, 0.087, -0.137], [-0.135, 0.236, -0.550], [0.032, 0.393, 0.052], [0.294, -1.213, 0.629], [0.471, -0.537, -0.382], [0.082, 0.247, -0.024], [-0.372, -0.020, 0.093], [-0.366, 0.156, 0.361], [0.170, 0.028, 0.045], [0.007, 0.092, -0.077], [0.207, 1.026, -0.134], [-0.430, -0.120, 0.213], [0.027, -0.692, 0.245], [0.027, 0.122, -0.419], [-0.001, -0.235, 0.099], [0.138, -0.087, 0.017]],
  "mulliken_spin": [0.0009, 0.0004, 0.0000, 0.0000, 0.0000, 0.0000, 0.0000, 0.0000, 0.0000, 0.0001, 0.0009, 0.0001, 0.0003, -0.0001, 0.0000, 0.0000, 0.0000, 0.0000, 0.0000, 0.0000, 0.0000, 0.0000, 0.0000, 0.0000, 0.0002, 0.0100, 0.0190, 0.1222, 0.7898, 0.0344, 0.0128, 0.0011, 0.0007, 0.0005, 0.0005, -0.0009, 0.0001, 0.0001, -0.0043, -0.0081, -0.0333, 0.0093, 0.0422, 0.0010, -0.0005, 0.0001, -0.0001, 0.0000, 0.0000, 0.0000, 0.0000, 0.0000, 0.0000, 0.0000, 0.0000, 0.0000, 0.0000, 0.0000, 0.0000, 0.0000, 0.0002, 0.0006, 0.0002, -0.0001, 0.0001, 0.0000, 0.0000, 0.0000, 0.0000, 0.0000, 0.0000, 0.0000, 0.0000, 0.0000, 0.0000, 0.0000, 0.0000, 0.0000, 0.0000, 0.0000, 0.0000, 0.0000, 0.0000, 0.0000],
  "homo_lumo_gap_ev": [9.42, 4.00],
  "lumo_ev": [-2.4, -7.8],
  "homo_energy_ev": [-11.8, -11.8],
  "s2": 0.7540,
  "multiplicity": 2,
  "total_charge": 1
}

---

Let's list E_tot in order: -5118.83298; -1579.56810 hartree.